# 1
The following is a quantum chemistry calculation of a cluster of 9 separate species, C16H24ClN8O4 in total at a distorted geometry, from the OMol25 dataset.

Properties
- energy above the lowest of the compared OMol25 structures with the same formula, charge and spin (eV) = 0.373
- molecular weight (g/mol) = 427.873
- electronic energy (Eh) = -1823.03877

Structure (ORCA input):
```
! wB97M-V def2-TZVPD RIJCOSX def2/J DEFGRID3
* xyz -1 1
Cl 0.496 -0.243 0.407
O 1.135 1.036 0.610
O -0.810 -0.107 -0.195
O 1.344 -1.035 -0.470
O 0.395 -0.892 1.693
N -4.569 -1.395 2.021
N -1.141 3.733 0.735
N -1.308 3.208 -2.365
N 5.517 -0.391 3.039
N -2.383 0.192 -3.573
N 3.527 -3.896 0.221
N -3.774 2.514 -0.472
N 1.221 4.440 4.144
C -1.837 -0.770 -3.255
C -1.392 2.219 2.846
C 2.749 -4.168 -0.576
C -3.603 -2.003 1.920
C -1.146 -1.963 -2.758
C 1.567 4.378 3.053
C -1.256 3.045 1.645
C 4.950 -0.789 0.533
C -3.999 1.430 -0.758
C 1.704 -4.410 -1.546
C 5.270 -0.559 1.930
C -4.365 0.057 -1.079
C -2.376 -2.775 1.793
C 2.053 4.342 1.665
C 0.686 1.608 -2.873
C -0.442 2.499 -2.608
H 5.403 -0.029 -0.100
H -0.481 2.272 3.439
H -4.989 -0.039 -1.961
H -2.591 -3.801 1.486
H 1.222 4.370 0.969
H -1.632 -2.849 -3.160
H 0.886 -4.951 -1.070
H -4.836 -0.302 -0.165
H 1.410 1.780 -2.074
H 2.581 3.388 1.572
H 2.838 5.098 1.660
H -1.920 -2.852 2.779
H 3.872 -0.879 0.413
H 2.074 -4.923 -2.427
H 0.374 0.572 -2.792
H -1.684 -2.340 1.076
H -1.203 -1.959 -1.669
H 1.273 -3.442 -1.818
H -1.555 1.166 2.632
H 1.100 1.832 -3.852
H -0.096 -1.871 -3.031
H -3.452 -0.509 -1.236
H -2.224 2.688 3.374
H 5.417 -1.728 0.228
*
```

# 2
The following is a quantum chemistry calculation of an isolated molecule of C4H5NOS2 at a distorted geometry, from the OMol25 dataset.

Properties
- energy above the lowest of the compared OMol25 structures with the same formula, charge and spin (eV) = 3.051
- SMILES = N=[S@@H](=O)c1ccsc1
- molecular weight (g/mol) = 147.224
- electronic energy (Eh) = -1081.68112

Structure (ORCA input):
```
! wB97M-V def2-TZVPD RIJCOSX def2/J DEFGRID3
* xyz 0 1
S 1.643 0.391 0.101
S -2.480 -0.257 0.660
O 2.291 -0.030 -1.108
N 1.768 -0.424 1.391
C -2.081 -0.601 -0.937
C -0.082 0.212 -0.167
C -0.894 0.349 1.020
C -0.780 -0.311 -1.267
H -0.298 -0.367 -2.257
H 2.709 -0.218 1.869
H -0.695 0.470 2.055
H 1.716 1.791 0.185
H -2.818 -1.006 -1.545
*
```